Entry 1:
A molecular structure, C37H40Br3Cl78IN3O2S at a distorted geometry. Source: OMol25; level of theory: ωB97M-V/def2-TZVPD.

Atoms and positions in Å:
C1 -0.290 -1.126 4.407
C2 0.333 -0.271 3.787
C3 1.098 0.804 2.959
I1 2.774 -0.487 2.234
N1 2.000 1.763 3.676
C4 2.142 2.846 2.736
N2 2.870 3.883 3.108
Br1 3.753 4.024 4.753
N3 1.426 2.546 1.530
C5 2.078 2.396 0.250
C6 3.189 3.216 -0.021
C7 0.261 1.645 1.868
C8 -0.739 2.801 2.430
Br2 -0.974 2.760 4.439
C9 -2.230 2.833 1.885
C10 -2.721 4.367 2.042
Br3 -3.412 1.840 3.176
S1 -0.457 0.669 0.428
C11 -1.951 -0.314 0.951
O1 0.472 -0.337 -0.136
O2 -0.756 1.573 -0.728
H1 -0.601 -2.167 4.712
H2 1.719 2.000 4.637
H3 2.970 4.715 2.483
H4 1.852 1.661 -0.567
H5 3.171 4.328 0.038
H6 4.121 2.640 -0.310
H7 -0.305 3.839 2.251
H8 -2.441 2.584 0.816
H9 -2.212 4.955 1.220
H10 -2.463 4.804 3.048
H11 -3.840 4.450 1.845
H12 -1.970 -1.326 0.434
H13 -1.804 -0.520 2.064
H14 -2.874 0.301 0.754
C12 2.423 -0.445 -3.469
Cl1 3.115 0.909 -2.566
Cl2 2.518 -0.143 -5.204
Cl3 3.246 -1.951 -3.053
H15 1.375 -0.541 -3.194
C13 -2.569 2.286 8.225
Cl4 -1.524 3.222 7.145
Cl5 -2.785 0.644 7.613
Cl6 -1.899 2.251 9.861
H16 -3.543 2.771 8.263
C14 2.474 7.805 0.487
Cl7 1.993 7.682 -1.205
Cl8 1.227 8.619 1.435
Cl9 2.811 6.192 1.153
H17 3.387 8.393 0.543
C15 4.146 -4.190 0.790
Cl10 4.824 -2.821 1.685
Cl11 4.246 -3.885 -0.946
Cl12 4.984 -5.688 1.206
H18 3.100 -4.295 1.065
C16 -6.573 2.844 -0.075
Cl13 -6.470 1.997 1.474
Cl14 -7.243 4.464 0.146
Cl15 -4.980 2.928 -0.843
H19 -7.238 2.284 -0.727
C17 4.560 -7.672 -2.253
Cl16 4.900 -8.631 -0.807
Cl17 5.684 -8.086 -3.553
Cl18 2.888 -7.910 -2.777
H20 4.695 -6.622 -2.006
C18 -1.192 0.817 -5.962
Cl19 -0.094 1.743 -6.995
Cl20 -1.424 -0.813 -6.608
Cl21 -0.577 0.749 -4.304
H21 -2.154 1.321 -5.947
C19 -5.332 -2.294 -0.897
Cl22 -3.706 -2.094 -1.567
Cl23 -5.943 -0.748 -0.293
Cl24 -6.427 -2.970 -2.106
H22 -5.274 -2.988 -0.062
C20 -3.243 6.994 7.210
Cl25 -2.110 7.996 6.293
Cl26 -4.902 7.564 6.983
Cl27 -3.094 5.295 6.733
H23 -2.996 7.075 8.265
C21 -9.333 -5.625 -2.565
Cl28 -8.241 -4.685 -3.591
Cl29 -9.560 -7.250 -3.221
Cl30 -8.716 -5.703 -0.910
H24 -10.298 -5.126 -2.546
C22 -11.752 -3.560 0.522
Cl31 -12.122 -4.777 -0.707
Cl32 -10.006 -3.284 0.630
Cl33 -12.600 -2.049 0.174
H25 -12.097 -3.932 1.483
C23 -4.929 2.836 -6.054
Cl34 -4.569 1.870 -4.615
Cl35 -3.823 2.423 -7.371
Cl36 -6.607 2.603 -6.555
H26 -4.789 3.884 -5.806
C24 6.868 3.323 1.811
Cl37 6.459 3.172 0.102
Cl38 5.543 4.126 2.688
Cl39 7.206 1.739 2.514
H27 7.761 3.936 1.901
C25 -6.619 1.047 5.948
Cl40 -6.526 0.201 7.498
Cl41 -7.291 2.667 6.163
Cl42 -5.020 1.136 5.188
H28 -7.279 0.487 5.291
C26 -1.489 5.304 11.915
Cl43 -0.201 6.030 12.881
Cl44 -3.033 5.390 12.770
Cl45 -1.607 6.098 10.338
H29 -1.247 4.258 11.752
C27 8.719 5.511 -2.574
Cl46 7.598 4.801 -3.745
Cl47 9.409 7.012 -3.205
Cl48 7.891 5.798 -1.037
H30 9.531 4.808 -2.402
C28 4.652 3.643 -6.447
Cl49 4.090 2.506 -5.213
Cl50 6.423 3.747 -6.454
Cl51 4.054 3.168 -8.041
H31 4.256 4.626 -6.211
C29 0.206 -3.714 -4.013
Cl52 -0.263 -3.864 -5.709
Cl53 -1.058 -2.894 -3.086
Cl54 0.542 -5.301 -3.310
H32 1.112 -3.118 -3.961
C30 -1.973 -8.313 -5.232
Cl55 -0.547 -8.038 -4.224
Cl56 -3.340 -8.841 -4.244
Cl57 -2.388 -6.848 -6.133
H33 -1.742 -9.099 -5.945
C31 -6.867 9.972 4.935
Cl58 -7.668 9.080 6.235
Cl59 -6.293 8.863 3.681
Cl60 -7.957 11.179 4.245
H34 -6.007 10.488 5.354
C32 9.363 -6.422 -3.095
Cl61 8.870 -6.583 -4.785
Cl62 8.122 -5.578 -2.162
Cl63 9.696 -8.009 -2.390
H35 10.276 -5.834 -3.060
C33 -3.441 -6.826 -9.833
Cl64 -2.260 -5.834 -10.697
Cl65 -5.078 -6.209 -10.088
Cl66 -3.326 -8.516 -10.341
H36 -3.219 -6.774 -8.772
C34 -12.218 -5.865 3.983
Cl67 -12.584 -7.075 2.749
Cl68 -10.475 -5.586 4.084
Cl69 -13.070 -4.352 3.641
H37 -12.561 -6.240 4.944
C35 12.215 -11.189 -2.956
Cl70 13.308 -10.276 -4.003
Cl71 11.961 -12.819 -3.592
Cl72 12.847 -11.257 -1.305
H38 11.257 -10.678 -2.934
C36 9.469 -3.915 1.700
Cl73 10.644 -2.934 0.813
Cl74 7.831 -3.296 1.457
Cl75 9.563 -5.606 1.198
H39 9.706 -3.858 2.759
C37 11.444 4.125 -5.289
Cl76 11.798 3.176 -3.837
Cl77 12.557 3.702 -6.595
Cl78 9.767 3.882 -5.794
H40 11.580 5.176 -5.051

Output
Charge: +1
Kohn-Sham gap, eV: 6.941
Multiplicity: 1
E_HOMO, eV: -10.9

---

Entry 2:
5 unconnected molecules or ions with the total composition C37H40F4O4. Source: OMol25; level of theory: ωB97M-V/def2-TZVPD.

Atoms and positions in Å:
C1 -4.278 -2.317 -2.033
O1 -4.301 -1.218 -1.154
C2 -3.374 -0.204 -1.491
C3 -2.945 0.533 -0.239
C4 -1.961 1.669 -0.552
C5 -0.494 1.269 -0.376
C6 -0.121 0.920 1.075
C7 0.740 -0.340 1.259
C8 -0.026 -1.607 1.655
C9 -0.674 -2.415 0.510
C10 0.229 -2.645 -0.650
C11 0.232 -2.152 -1.884
C12 1.369 -2.743 -2.629
O2 1.718 -2.593 -3.748
O3 2.023 -3.635 -1.776
C13 1.383 -3.596 -0.563
O4 1.741 -4.240 0.369
H1 -4.614 -2.043 -3.041
H2 -4.953 -3.072 -1.630
H3 -3.270 -2.748 -2.106
H4 -3.832 0.502 -2.200
H5 -2.505 -0.650 -2.002
H6 -2.482 -0.183 0.446
H7 -3.843 0.900 0.265
H8 -2.169 2.529 0.092
H9 -2.119 2.007 -1.583
H10 0.119 2.112 -0.706
H11 -0.250 0.438 -1.050
H12 -1.037 0.836 1.672
H13 0.427 1.767 1.494
H14 1.316 -0.510 0.341
H15 1.482 -0.149 2.035
H16 -0.829 -1.323 2.342
H17 0.629 -2.279 2.216
H18 -1.598 -1.954 0.154
H19 -0.940 -3.399 0.911
H20 -0.438 -1.442 -2.347
F1 3.965 -0.404 2.927
C14 4.699 -1.110 2.039
C15 5.974 -0.672 1.743
C16 6.729 -1.406 0.839
C17 6.208 -2.551 0.253
C18 4.923 -2.968 0.572
C19 4.152 -2.244 1.471
H21 6.358 0.222 2.215
H22 7.731 -1.079 0.594
H23 6.802 -3.118 -0.451
H24 4.506 -3.858 0.118
H25 3.149 -2.554 1.732
F2 1.412 3.848 0.607
C20 1.218 5.182 0.695
C21 0.037 5.642 1.241
C22 -0.159 7.013 1.326
C23 0.815 7.891 0.869
C24 1.992 7.397 0.324
C25 2.204 6.029 0.232
H26 -0.705 4.937 1.589
H27 -1.077 7.395 1.752
H28 0.656 8.959 0.938
H29 2.752 8.079 -0.033
H30 3.112 5.619 -0.188
F3 -1.252 -3.767 4.843
C26 0.040 -4.156 4.891
C27 0.755 -3.951 6.054
C28 2.086 -4.346 6.087
C29 2.676 -4.930 4.974
C30 1.930 -5.124 3.820
C31 0.600 -4.739 3.773
H31 0.276 -3.489 6.906
H32 2.664 -4.191 6.989
H33 3.716 -5.226 5.004
H34 2.383 -5.568 2.943
H35 0.004 -4.880 2.881
F4 -4.728 4.098 -3.207
C32 -4.602 3.386 -4.346
C33 -5.451 2.318 -4.557
C34 -5.311 1.584 -5.727
C35 -4.340 1.925 -6.659
C36 -3.502 3.006 -6.419
C37 -3.627 3.748 -5.253
H36 -6.196 2.068 -3.814
H37 -5.965 0.741 -5.908
H38 -4.236 1.350 -7.569
H39 -2.743 3.274 -7.142
H40 -2.986 4.594 -5.044

Output
Charge: 0
Kohn-Sham gap, eV: 8.439
SMILES: COCCCCCCCCC1=CC(=O)OC1=O.Fc1ccccc1.Fc1ccccc1.Fc1ccccc1.Fc1ccccc1
Multiplicity: 1
E_HOMO, eV: -9.2